Record 1
The following is a quantum chemistry calculation of the ion CH2NO2S with charge -1 in a non-equilibrium geometry, from the Open Molecules 2025 dataset.

Frontier orbital gap ... 6.99 eV
Maximum force ... 0.0533 hartree/bohr
Energy above the lowest of the compared OMol25 structures with the same formula, charge and spin ... 66.5 kcal/mol
Lowest unoccupied orbital energy ... 3.872 eV
Net charge ... -1
Highest occupied orbital energy ... -3.12 eV
Spin multiplicity ... 1

Each line ends with the Löwdin charge.
Element x y z (Å)
1 S -2.674 -0.471 0.806  0.71
2 O -1.674 0.509 0.025  -0.52
3 O 0.070 1.179 -1.365  -0.22
4 N -2.224 -1.718 1.451  -0.50
5 C -0.212 0.361 -0.444  -0.59
6 H 0.344 0.590 0.424  0.06
7 H -0.068 -0.675 -0.551  0.06

=====

Record 2
The following is a quantum chemistry calculation of the ion CH2NO3P with charge -2 in a non-equilibrium geometry, from the Open Molecules 2025 dataset.

Frontier orbital gap ... 7.37 eV
Maximum force ... 0.1424 hartree/bohr
SMILES ... [H]/N=C/P(=O)([O-])[O-]
Energy above the lowest of the compared OMol25 structures with the same formula, charge and spin ... 84.8 kcal/mol
Lowest unoccupied orbital energy ... 7.685 eV
Net charge ... -2
Highest occupied orbital energy ... 0.31 eV
Spin multiplicity ... 1

Each line ends with the Löwdin charge.
Element x y z (Å)
1 P 2.704 0.006 0.014  -0.09
2 O 2.598 -0.310 1.522  -0.47
3 O 3.399 1.294 -0.321  -0.48
4 O 3.083 -1.195 -0.833  -0.49
5 N -0.490 1.193 -0.031  -0.18
6 C 0.863 0.052 -0.087  -0.10
7 H 0.487 -0.925 0.208  -0.01
8 H -1.220 0.564 0.327  -0.18

=====

Record 3
The following is a quantum chemistry calculation of a cluster of 3 separate species, CH2NO3P in total in a non-equilibrium geometry, from the Open Molecules 2025 dataset.

Frontier orbital gap ... 8.11 eV
Maximum force ... 0.0472 hartree/bohr
Energy above the lowest of the compared OMol25 structures with the same formula, charge and spin ... 0.0 kcal/mol
Lowest unoccupied orbital energy ... 7.088 eV
Net charge ... -2
Highest occupied orbital energy ... -1.02 eV
Spin multiplicity ... 1

Each line ends with the Löwdin charge.
Element x y z (Å)
1 P 2.268 0.580 1.073  0.37
2 O 2.198 1.988 1.630  -0.67
3 O 3.568 0.172 0.365  -0.68
4 O -1.557 -0.942 -0.194  -0.17
5 N -3.714 -1.922 -0.431  -0.07
6 C -2.643 -1.472 -0.349  -0.77
7 H 0.173 1.062 -1.166  0.01
8 H -0.293 0.533 -0.928  -0.01

=====

Record 4
The following is a quantum chemistry calculation of the ion CH2NO3PS with charge -2 in a non-equilibrium geometry, from the Open Molecules 2025 dataset.

Frontier orbital gap ... 5.99 eV
Maximum force ... 0.0921 hartree/bohr
SMILES ... [H]/N=C(\[S-])[P@](=O)([O-])O
Energy above the lowest of the compared OMol25 structures with the same formula, charge and spin ... 41.0 kcal/mol
Lowest unoccupied orbital energy ... 6.156 eV
Net charge ... -2
Highest occupied orbital energy ... 0.17 eV
Spin multiplicity ... 1

Each line ends with the Löwdin charge.
Element x y z (Å)
1 S 0.653 -2.451 -0.258  0.09
2 P 0.842 0.763 -0.168  0.20
3 O 1.619 0.827 1.119  -0.43
4 O 1.591 0.995 -1.484  -0.47
5 O -0.472 1.800 -0.121  -0.30
6 N -1.344 -0.702 0.210  -0.07
7 C -0.108 -0.817 -0.104  -0.95
8 H -1.094 1.075 0.226  -0.01
9 H -1.687 -1.490 0.581  -0.06

=====

Record 5
The following is a quantum chemistry calculation of the molecule CH2NO3PS in a non-equilibrium geometry, from the Open Molecules 2025 dataset.

Frontier orbital gap ... 10.43 eV
Maximum force ... 0.0515 hartree/bohr
Energy above the lowest of the compared OMol25 structures with the same formula, charge and spin ... 10.9 kcal/mol
Lowest unoccupied orbital energy ... -0.522 eV
Highest occupied orbital energy ... -10.95 eV
Spin multiplicity ... 1

Each line ends with the Löwdin charge.
Element x y z (Å)
1 S -0.624 -0.240 -1.579  0.89
2 P 0.926 -0.478 0.373  0.17
3 O 2.068 -0.828 -0.407  -0.29
4 O 0.042 -1.329 1.164  -0.30
5 O -3.227 -0.513 -0.946  0.16
6 N 0.721 1.105 0.574  -0.08
7 C -2.083 -0.487 -1.015  -0.68
8 H 1.580 1.550 0.287  0.07
9 H 0.597 1.219 1.548  0.05

=====

Record 6
The following is a quantum chemistry calculation of a cluster of 2 separate species, CH2NO3S in total in a non-equilibrium geometry, from the Open Molecules 2025 dataset.

Frontier orbital gap ... 9.67 eV
Maximum force ... 0.0758 hartree/bohr
Energy above the lowest of the compared OMol25 structures with the same formula, charge and spin ... 14.5 kcal/mol
Lowest unoccupied orbital energy ... 3.972 eV
Net charge ... -1
Highest occupied orbital energy ... -5.70 eV
Spin multiplicity ... 1

Each line ends with the Löwdin charge.
Element x y z (Å)
1 S -0.750 0.296 -0.609  0.32
2 O -0.151 -0.529 0.428  -0.46
3 O 0.012 1.478 -0.895  -0.44
4 O -2.186 0.409 -0.555  -0.42
5 N 3.009 1.268 2.430  0.01
6 C 2.165 0.780 1.803  -0.08
7 H 1.521 0.275 1.139  -0.01
8 H -0.466 -0.439 -1.951  0.06

=====

What did the fifth record say?
The following is a quantum chemistry calculation of the molecule CH2NO3PS in a non-equilibrium geometry, from the Open Molecules 2025 dataset.

Frontier orbital gap ... 10.43 eV
Maximum force ... 0.0515 hartree/bohr
Energy above the lowest of the compared OMol25 structures with the same formula, charge and spin ... 10.9 kcal/mol
Lowest unoccupied orbital energy ... -0.522 eV
Highest occupied orbital energy ... -10.95 eV
Spin multiplicity ... 1

Each line ends with the Löwdin charge.
Element x y z (Å)
1 S -0.624 -0.240 -1.579  0.89
2 P 0.926 -0.478 0.373  0.17
3 O 2.068 -0.828 -0.407  -0.29
4 O 0.042 -1.329 1.164  -0.30
5 O -3.227 -0.513 -0.946  0.16
6 N 0.721 1.105 0.574  -0.08
7 C -2.083 -0.487 -1.015  -0.68
8 H 1.580 1.550 0.287  0.07
9 H 0.597 1.219 1.548  0.05